Formula: C8H13I2N4
Source: the Open Molecules 2025 dataset
Level of theory: wB97M-V/def2-TZVPD

```
27
Properties=species:S:1:pos:R:3:forces:R:3:lowdin_charge:R:1
C -0.491664 0.849568 -0.766324 -1.581 2.283 -1.261 -0.038
C 0.748435 1.133618 -1.226069 -2.024 0.010 -0.424 -0.327
C 1.748627 -0.559836 -0.120040 -1.096 -1.400 1.240 -0.790
C -2.542119 -2.021442 -0.836199 7.315 3.058 1.395 -0.730
C 0.490819 -0.713189 0.853789 1.175 -2.291 -2.403 -0.236
C 1.035563 2.376585 -1.987346 -0.307 1.818 0.664 -0.030
C 1.247016 1.437489 2.068515 2.801 0.749 -1.087 -0.094
C 0.648611 0.043305 2.132001 -0.809 1.172 0.125 -0.226
N 1.819833 0.244614 -1.068729 -0.258 0.788 -0.231 0.076
N -0.992862 -1.469489 -0.879382 -5.549 -3.695 -1.432 0.036
N -2.683159 -3.214035 -1.304156 4.017 1.886 -2.046 0.116
N -0.716077 -0.373161 -0.069229 -1.170 0.567 2.748 -0.240
I 3.278607 -1.944376 0.043012 0.076 -0.162 0.351 0.960
I -3.957860 -1.142686 0.345691 -0.303 0.159 0.055 1.072
H -1.509538 1.451299 -0.940341 2.779 -1.217 0.198 0.183
H 0.235068 -1.820622 0.941263 0.941 1.310 0.403 0.152
H 2.142675 2.533848 -1.917744 -1.126 0.220 -0.626 0.105
H 0.472859 3.222402 -1.501882 0.964 -0.574 0.213 0.097
H 0.548177 2.533568 -2.972621 0.950 -1.065 0.066 0.099
H 2.410079 1.307038 1.723500 -2.678 0.469 1.004 0.134
H 1.242547 1.865218 3.103008 0.049 -0.135 -1.081 0.092
H 0.823307 2.148558 1.306744 0.104 -0.721 1.045 0.076
H -0.332208 0.079646 2.579000 -0.581 0.098 0.400 0.111
H 1.264845 -0.434849 2.870895 0.233 -1.081 -0.094 0.121
H -1.936425 -3.622015 -1.895377 -0.684 0.227 0.705 0.170
H -3.469016 -3.652611 -1.081627 -4.018 -2.766 0.524 0.043
H -1.526145 -0.258455 0.599655 0.780 0.295 -0.450 0.066
```
Forces are in eV/Å.

Output
Charge: +1
ΔE to the lowest compared entry with this formula, charge and spin (kJ/mol): 130.80
SMILES: CC[C@@H]1C(I)=NC(C)=C[N@H+]1/N=C(/N)I
Electronic energy (a.u.): -1126.6276
E_HOMO (eV): -12.15